(1)
Molecular formula: C6H6
Method: DFT, ωB97M-V with the def2-TZVPD basis set

Structure (XYZ):
```
12
Properties=species:S:1:pos:R:3:forces:R:3
C -1.9763 -0.0517 0.1059 0.3 0.2 0.0
C -0.7353 0.7484 0.1601 -2.6 3.2 -1.1
C 0.4759 0.3070 0.0595 -1.0 -1.1 0.2
C 1.7938 0.7480 -0.1103 -1.1 3.6 -1.0
C 2.6254 -0.0857 0.2833 1.4 -4.6 -0.4
C 1.2009 -0.9626 -0.0711 1.7 1.5 0.8
H -1.9389 -1.0866 0.1060 1.1 -2.2 0.1
H -2.6189 0.1152 -0.7232 -0.3 1.0 -1.0
H -2.5324 0.1616 0.9529 -1.4 0.7 1.8
H -1.0449 1.8907 0.1068 1.4 -2.3 0.2
H 3.6376 -0.4221 0.2119 0.2 0.1 0.6
H 1.1132 -1.3622 -1.0817 0.4 0.0 -0.2
```
Forces are in eV/Å.

Computed properties:
SMILES = C/C=C1/C2=C[C@H]21
max |F| = 4.80 eV/A
ΔE to the lowest compared entry with this formula, charge and spin = 154.6 kcal/mol
LUMO = 0.19 eV
highest occupied orbital energy = -8.39 eV
orbital gap = 8.6 eV


(2)
Molecular formula: C7H7NO4
Method: DFT, ωB97M-V with the def2-TZVPD basis set

Structure (XYZ):
```
19
Properties=species:S:1:pos:R:3:forces:R:3
O 2.3090 -1.1795 1.1911 -0.7 0.6 0.2
C 1.5157 -1.2204 0.2684 1.1 -1.6 0.2
O 1.6901 -2.1385 -0.6841 1.2 -1.3 -0.5
C 0.2948 -0.4397 0.0714 0.6 0.5 0.9
C -0.6722 -0.8400 -0.7976 -0.6 -3.1 -2.7
C -1.9035 -0.2038 -0.9473 -1.7 1.1 -0.9
C -2.0887 0.9886 -0.2316 0.3 1.2 2.2
C -0.9937 1.4588 0.6276 -2.2 0.2 0.1
C 0.1349 0.7108 0.8384 0.1 0.8 -1.0
H 2.5154 -2.6969 -0.5118 -1.5 1.3 0.0
H -0.4714 -1.8012 -1.4486 -0.4 2.1 1.5
H -2.7392 -0.5477 -1.6983 1.9 0.4 1.7
H -3.0734 1.6009 -0.0869 1.9 -1.4 -1.0
H -1.1148 2.3839 1.2449 -0.1 -0.8 -0.9
H 0.9667 1.1350 1.3907 -0.3 -0.3 0.3
O 4.5254 1.0239 -1.2604 -2.2 -1.1 3.9
N 4.0469 0.3933 -0.3192 1.5 0.3 -2.4
O 3.4174 1.1271 0.6488 0.2 0.9 0.3
H 3.0975 0.5195 1.4046 0.8 0.2 -2.0
```
Forces are in eV/Å.

Computed properties:
SMILES = O=C(O)c1ccccc1.O=NO
max |F| = 4.56 eV/A
ΔE to the lowest compared entry with this formula, charge and spin = 44.2 kcal/mol
LUMO = -0.02 eV
highest occupied orbital energy = -9.94 eV
orbital gap = 9.9 eV


(3)
Molecular formula: C2H5N3S2
Method: DFT, ωB97M-V with the def2-TZVPD basis set

Structure (XYZ):
```
12
Properties=species:S:1:pos:R:3:forces:R:3
N 1.2576 0.4870 -0.8302 0.8 3.5 -1.3
N 0.6215 1.7466 -0.4606 -1.5 -1.3 1.6
C -0.4660 1.6260 0.2198 0.7 -1.7 0.2
N -1.1875 0.3652 0.6682 -1.3 2.1 2.3
S -0.1473 -0.8409 1.2950 0.4 -0.5 0.6
C 0.1421 -2.1820 0.1578 1.8 1.5 3.9
S -0.5992 -2.5040 -1.1672 -0.7 -0.8 -2.0
H 0.4801 -0.0583 -1.0931 -0.7 -1.4 -0.9
H 1.7163 0.8475 -1.7103 -0.4 -1.2 1.1
H -0.9464 2.5015 0.5873 -0.3 0.6 0.0
H -1.9379 0.6307 1.5891 2.9 -0.9 -3.9
H 1.0667 -2.6193 0.7443 -1.7 0.0 -1.5
```
Forces are in eV/Å.

Computed properties:
SMILES = N/N=C\NSC=S
max |F| = 4.91 eV/A
ΔE to the lowest compared entry with this formula, charge and spin = 103.7 kcal/mol
LUMO = -0.27 eV
highest occupied orbital energy = -8.86 eV
orbital gap = 8.6 eV


(4)
Molecular formula: C3H6ClIO
Method: DFT, ωB97M-V with the def2-TZVPD basis set

Structure (XYZ):
```
12
Properties=species:S:1:pos:R:3:forces:R:3
C 1.6041 0.6638 -1.2500 -1.9 -4.5 3.1
C 0.3759 -0.2993 -0.1567 1.6 1.5 2.7
C -1.0600 -0.2556 0.8712 3.4 -0.3 -1.4
O -1.2498 0.6247 1.8249 2.6 1.7 1.2
Cl -1.0762 -1.9070 1.4994 -0.2 -0.9 0.3
I -2.7699 -0.0785 -0.5447 -2.9 0.2 -2.4
H 1.4132 1.6176 -1.0219 -0.2 3.7 0.7
H 2.6237 0.2900 -1.0353 -0.9 0.2 0.0
H 1.2007 0.3797 -2.1724 -0.1 -0.3 -1.5
H 0.9167 -0.8063 0.6680 0.7 0.6 -0.8
H 0.1473 -1.0828 -0.7840 -0.9 -1.6 -1.5
H -2.1256 0.8538 2.1013 -1.3 -0.2 -0.2
```
Forces are in eV/Å.

Computed properties:
max |F| = 5.77 eV/A
ΔE to the lowest compared entry with this formula, charge and spin = 26.6 kcal/mol
multiplicity = 3
LUMO (spin up / spin down) = 0.58 / -3.54 eV
highest occupied orbital energy (spin up / spin down) = -5.78 / -9.79 eV
orbital gap (spin up / spin down) = 6.4 / 6.3 eV


(5)
Molecular formula: C35H62GeN8Si5Tl
Method: DFT, ωB97M-V with the def2-TZVPD basis set

Structure (XYZ):
```
112
Properties=species:S:1:pos:R:3:forces:R:3
Tl 13.5585 16.6623 10.3200 -0.2 -0.1 0.8
C 17.3753 18.7144 8.2133 0.9 -0.3 0.2
Si 16.3678 17.1172 8.3779 -0.8 0.2 -0.7
C 14.8318 17.6046 7.3372 0.7 1.0 -0.8
C 17.0188 15.6265 7.3856 1.1 0.4 0.7
N 15.8751 16.7698 9.9485 -0.3 0.1 0.6
C 16.6203 16.8865 11.1101 -1.7 0.6 0.1
C 17.9759 16.7772 11.0807 1.2 -0.7 -1.0
C 18.8118 16.8191 12.1786 0.9 0.7 0.0
C 18.2733 17.2116 13.3670 0.0 0.2 1.1
C 16.8732 17.3397 13.4539 0.2 0.2 1.1
C 15.9953 17.0959 12.4227 -1.2 -1.3 -1.4
N 14.6061 16.9055 12.5686 0.8 0.2 -0.3
Si 13.8294 16.2133 13.9411 0.9 -0.2 -0.7
C 13.2187 17.4403 15.2147 -0.9 -0.3 0.1
C 12.3122 15.2144 13.3488 0.3 -1.1 1.4
C 15.0291 15.1147 14.9239 0.0 0.8 0.4
H 17.3446 19.0747 7.1839 0.0 0.0 -0.1
H 18.4419 18.6158 8.4982 -0.5 0.1 -0.1
H 16.9396 19.4787 8.8630 0.0 -0.1 0.1
H 15.0632 18.1420 6.3693 0.2 -0.5 0.8
H 14.1806 18.2896 7.8636 -0.2 0.2 0.4
H 14.2162 16.7951 7.0292 -0.6 -1.0 -0.1
H 17.0469 15.8449 6.3246 0.2 0.0 -0.3
H 16.3392 14.8182 7.5421 -0.9 -0.5 0.1
H 17.9828 15.1971 7.7273 -0.2 0.5 -0.3
H 18.4106 16.5635 10.1117 0.2 -0.1 -0.1
H 19.8920 16.6970 12.0660 -0.3 0.0 0.0
H 18.9460 17.4237 14.2191 -0.7 -0.2 -0.3
H 16.3984 17.5352 14.4068 0.2 0.2 0.3
H 12.6472 18.2511 14.7744 0.0 0.3 -0.1
H 14.0158 17.8225 15.8269 0.5 0.4 0.2
H 12.5348 16.9201 15.8971 0.0 0.0 0.0
H 11.6489 15.9396 12.8703 -0.2 -0.4 -0.3
H 11.7791 14.7137 14.2356 0.6 0.9 -1.0
H 12.6269 14.3446 12.7134 -0.4 1.1 0.1
H 16.0864 15.1439 14.6496 -0.3 0.0 -0.2
H 14.6644 14.1174 14.8564 -0.1 -1.1 -0.1
H 14.9941 15.3882 15.9826 -0.1 0.0 0.1
N 14.1394 21.2433 8.9732 0.0 0.9 1.5
N 14.0686 20.9300 10.3536 -1.4 0.9 -0.4
N 14.7985 19.9930 10.8667 0.2 0.1 0.0
C 14.3632 19.9632 12.1217 -0.4 0.3 -0.8
N 13.3621 20.8498 12.3275 0.3 -0.3 -0.1
N 13.1671 21.4720 11.1821 1.1 -0.6 -0.6
H 13.1918 21.2029 8.6030 0.3 -0.4 0.0
H 14.7509 20.5227 8.6395 0.0 -0.5 -0.7
H 14.7089 19.1440 12.7031 0.0 -0.1 1.0
C 8.3631 20.0462 10.7192 0.9 -1.9 -2.0
Si 8.7494 18.2259 11.3486 -1.5 2.4 1.2
C 6.9698 17.7740 11.9319 1.0 -0.4 0.9
C 9.8327 18.6353 12.8568 -0.2 0.1 -0.6
Ge 9.9357 16.8242 10.0145 1.2 0.5 0.2
Si 10.5064 17.9020 8.0751 -0.6 0.8 -1.1
C 11.6513 19.3691 8.3735 0.4 0.7 -0.3
C 11.2543 16.7450 6.8185 0.6 0.6 -0.4
C 9.1133 18.8277 7.0915 -0.3 0.3 0.5
Si 9.1122 14.7715 9.6857 -1.0 -2.8 -1.3
C 9.0189 13.5845 11.2277 -0.3 1.7 -1.0
C 10.2519 13.9021 8.3340 -0.4 0.4 0.8
C 7.3119 14.7056 8.9767 0.8 4.0 0.7
H 8.2989 20.7703 11.4894 -0.5 0.6 0.9
H 7.5701 20.1027 9.9283 0.5 0.0 0.9
H 9.3060 20.2452 10.1984 0.0 0.5 -0.2
H 6.8996 18.1750 12.9775 -0.3 0.0 -0.9
H 6.9741 16.6936 12.0513 -0.5 -0.3 0.0
H 6.1628 18.1006 11.2570 0.4 -0.1 0.4
H 9.4369 19.4634 13.4279 -0.3 0.2 0.3
H 10.8144 18.9480 12.5285 0.4 0.2 -0.4
H 10.0342 17.8115 13.5069 -0.1 -0.7 0.6
H 12.1961 19.5922 7.4331 -0.5 0.0 0.1
H 12.4587 19.1619 9.0639 -0.1 -0.3 0.5
H 11.1269 20.2897 8.7200 0.2 -0.6 -0.2
H 11.9728 16.0645 7.2329 0.3 -0.5 0.4
H 11.8531 17.3670 6.1097 -0.7 -0.4 0.0
H 10.4608 16.1532 6.3542 0.2 0.3 -0.3
H 8.6574 19.5567 7.7917 0.3 -0.1 -0.3
H 8.2500 18.2477 6.7399 0.4 -0.2 -0.1
H 9.5455 19.3985 6.2425 -0.2 -0.3 0.4
H 10.0150 13.6771 11.6411 0.0 -0.4 0.7
H 8.8382 12.6305 10.7729 0.1 -0.8 0.0
H 8.1723 13.8266 11.9048 0.8 0.0 -0.2
H 11.2739 14.0727 8.6888 0.1 -0.1 -0.1
H 10.1791 14.3695 7.3314 -0.2 -0.4 0.6
H 10.1195 12.8050 8.2877 -0.2 0.5 -0.1
H 6.6140 15.1244 9.7234 0.1 -0.5 0.1
H 6.9428 13.8385 8.5763 -0.7 -2.5 -0.8
H 7.2131 15.4902 8.1835 0.3 -0.6 0.2
N 13.4898 14.3512 10.0373 -0.8 0.7 -0.8
C 13.8009 13.2167 10.4049 0.7 -0.9 0.4
C 13.3909 11.9530 9.6260 1.3 -0.1 1.0
C 12.1076 11.5166 9.7187 -2.0 0.7 0.7
C 11.6634 10.3472 9.1944 -0.3 -2.0 -1.3
C 12.5615 9.5246 8.4665 -1.1 0.8 0.9
C 13.8810 9.9239 8.3682 -0.7 0.6 0.7
C 14.2935 11.0915 9.0102 -0.1 0.5 -0.4
C 14.7380 12.9343 11.5815 0.1 -0.8 0.5
C 14.7176 11.7825 12.4064 0.4 0.3 -0.3
C 15.8052 11.5500 13.2348 1.5 2.2 -0.3
C 16.8784 12.4671 13.3850 -0.4 0.0 -0.5
C 16.8130 13.6551 12.6303 0.7 -0.3 1.6
C 15.7667 13.8684 11.7848 -1.4 -0.8 -0.6
H 11.3533 12.1006 10.2316 0.2 0.3 0.2
H 10.5964 10.0431 9.2958 0.9 0.3 0.0
H 12.1767 8.6059 8.0624 0.2 -0.3 -0.3
H 14.5631 9.3235 7.8322 0.8 -0.6 -0.5
H 15.3207 11.3977 8.9946 0.5 0.0 -0.1
H 13.9335 11.0219 12.4903 0.0 0.4 -0.8
H 15.9195 10.6489 13.7284 -0.2 -1.8 1.2
H 17.7355 12.2818 14.0846 -1.0 0.1 -0.8
H 17.5048 14.4749 12.8149 0.2 -0.2 -0.2
H 15.6113 14.7628 11.2299 0.4 0.5 -0.4
```
Forces are in eV/Å.

Computed properties:
max |F| = 4.13 eV/A
multiplicity = 2
LUMO (spin up / spin down) = 4.30 / 3.60 eV
total charge = -2
highest occupied orbital energy (spin up / spin down) = -1.22 / -1.29 eV
orbital gap (spin up / spin down) = 5.5 / 4.9 eV


(6)
Molecular formula: C19H17N3O2
Method: DFT, ωB97M-V with the def2-TZVPD basis set

Structure (XYZ):
```
41
Properties=species:S:1:pos:R:3:forces:R:3
C 4.0037 0.9294 -2.4157 -0.2 0.1 -0.1
C 2.4958 1.1338 -2.5592 0.4 0.1 -0.1
N 1.7543 0.1427 -1.8272 -0.1 0.1 -0.1
C 1.3725 -1.0883 -2.3057 -0.3 -0.5 0.1
C 1.5368 -1.6398 -3.5692 0.1 0.1 -0.1
C 1.0434 -2.9111 -3.7897 0.0 0.0 0.0
C 0.4007 -3.6278 -2.7822 -0.1 -0.2 0.0
C 0.2356 -3.0884 -1.5227 0.1 0.1 0.0
C 0.7235 -1.8116 -1.2760 0.2 0.0 -0.4
C 0.7382 -0.9648 -0.1182 0.2 0.4 0.1
C 0.2656 -1.1133 1.1773 0.2 0.3 0.0
C 0.4545 -0.0739 2.0702 0.3 -0.2 -0.3
N -0.0044 -0.2034 3.4094 0.4 -0.2 0.2
C -1.1936 0.1806 3.9169 0.3 -0.2 0.2
O -1.4746 0.0160 5.0903 -0.3 0.1 0.0
C -2.1544 0.8078 2.9781 -0.9 0.5 -0.4
C -3.4890 1.1595 3.3115 -0.1 0.2 -0.6
C -3.9832 1.6987 2.1591 0.1 -0.4 0.9
C -5.3018 2.2774 1.8058 0.2 0.1 -0.2
O -3.0200 1.6713 1.2196 -0.7 0.3 -0.1
N -1.8991 1.1215 1.7312 0.8 -0.3 0.2
C 1.1198 1.0936 1.6879 0.1 -0.2 0.0
C 1.5949 1.2592 0.4041 0.1 0.1 0.0
C 1.3975 0.2276 -0.5045 -0.3 -0.3 0.4
H 4.5419 1.6908 -2.9739 0.1 0.1 -0.1
H 4.2877 -0.0498 -2.7942 0.1 -0.1 0.0
H 4.2930 0.9906 -1.3692 0.1 0.0 0.1
H 2.2082 1.0742 -3.6123 -0.1 0.1 0.1
H 2.2137 2.1224 -2.1871 -0.1 -0.1 -0.1
H 2.0357 -1.1013 -4.3611 0.1 0.1 -0.1
H 1.1603 -3.3612 -4.7647 0.0 0.0 -0.1
H 0.0300 -4.6194 -2.9954 0.0 -0.1 0.0
H -0.2612 -3.6437 -0.7416 -0.1 -0.1 0.1
H -0.2448 -2.0131 1.4847 -0.1 -0.1 0.1
H 0.6201 -0.6369 4.0785 -0.2 0.1 0.0
H -3.9688 1.0199 4.2559 -0.2 0.0 0.2
H -6.0555 1.9381 2.5100 0.0 0.0 0.0
H -5.5787 1.9808 0.7967 -0.1 0.0 0.0
H -5.2543 3.3658 1.8383 -0.1 0.0 0.0
H 1.2520 1.8771 2.4184 0.0 0.1 0.1
H 2.1043 2.1690 0.1253 0.1 0.1 0.0
```
Forces are in eV/Å.

Computed properties:
SMILES = CCn1c2ccccc2c2cc(NC(=O)c3cc(C)on3)ccc21
max |F| = 1.07 eV/A
ΔE to the lowest compared entry with this formula, charge and spin = 43.7 kcal/mol
LUMO = 0.74 eV
highest occupied orbital energy = -7.80 eV
orbital gap = 8.5 eV


max |F| of number 1 (C6H6)?
4.80 eV/A


Copy entry 2 word for word.
Molecular formula: C7H7NO4
Method: DFT, ωB97M-V with the def2-TZVPD basis set

Structure (XYZ):
```
19
Properties=species:S:1:pos:R:3:forces:R:3
O 2.3090 -1.1795 1.1911 -0.7 0.6 0.2
C 1.5157 -1.2204 0.2684 1.1 -1.6 0.2
O 1.6901 -2.1385 -0.6841 1.2 -1.3 -0.5
C 0.2948 -0.4397 0.0714 0.6 0.5 0.9
C -0.6722 -0.8400 -0.7976 -0.6 -3.1 -2.7
C -1.9035 -0.2038 -0.9473 -1.7 1.1 -0.9
C -2.0887 0.9886 -0.2316 0.3 1.2 2.2
C -0.9937 1.4588 0.6276 -2.2 0.2 0.1
C 0.1349 0.7108 0.8384 0.1 0.8 -1.0
H 2.5154 -2.6969 -0.5118 -1.5 1.3 0.0
H -0.4714 -1.8012 -1.4486 -0.4 2.1 1.5
H -2.7392 -0.5477 -1.6983 1.9 0.4 1.7
H -3.0734 1.6009 -0.0869 1.9 -1.4 -1.0
H -1.1148 2.3839 1.2449 -0.1 -0.8 -0.9
H 0.9667 1.1350 1.3907 -0.3 -0.3 0.3
O 4.5254 1.0239 -1.2604 -2.2 -1.1 3.9
N 4.0469 0.3933 -0.3192 1.5 0.3 -2.4
O 3.4174 1.1271 0.6488 0.2 0.9 0.3
H 3.0975 0.5195 1.4046 0.8 0.2 -2.0
```
Forces are in eV/Å.

Computed properties:
SMILES = O=C(O)c1ccccc1.O=NO
max |F| = 4.56 eV/A
ΔE to the lowest compared entry with this formula, charge and spin = 44.2 kcal/mol
LUMO = -0.02 eV
highest occupied orbital energy = -9.94 eV
orbital gap = 9.9 eV


The highest max |F| belongs to which entry?
C3H6ClIO